Entry 1:
C33H30F3MnNO4P2S3Te as an isolated structure, computed with wB97M-V/def2-TZVPD.

Structure (XYZ):
```
78
Properties=species:S:1:pos:R:3:mulliken_spin:R:1
Mn 1.3083 0.6499 1.5652 4.765
S -0.6308 -2.8628 0.8713 -0.002
P -0.1580 -1.5403 -0.5354 0.091
C -0.0834 0.0747 -0.0684 -0.074
P -0.0865 1.5943 -0.7538 -0.024
S 0.3619 2.9474 0.6798 0.059
C 1.1722 1.7769 -2.0942 -0.015
C 0.9307 1.2665 -3.3715 -0.002
C 1.9387 1.2166 -4.3210 0.000
C 3.2147 1.6676 -4.0027 0.001
C 3.4650 2.1729 -2.7355 0.001
C 2.4497 2.2358 -1.7884 -0.001
C -1.6246 2.2060 -1.5915 0.001
C -2.3648 1.3983 -2.4505 -0.008
C -3.5198 1.8676 -3.0626 0.000
C -3.9586 3.1617 -2.8244 0.001
C -3.2334 3.9768 -1.9659 0.002
C -2.0813 3.5007 -1.3548 0.007
C -1.3601 -1.7953 -1.9158 0.001
C -2.7190 -1.8190 -1.5986 0.001
C -3.6792 -1.8834 -2.5952 0.000
C -3.2973 -1.9369 -3.9325 0.002
C -1.9499 -1.9325 -4.2586 0.000
C -0.9877 -1.8617 -3.2549 0.005
C 1.3836 -2.1396 -1.3393 -0.012
C 1.4349 -3.4447 -1.8397 0.001
C 2.5846 -3.9197 -2.4466 0.000
C 3.7102 -3.1014 -2.5389 0.000
C 3.6726 -1.8188 -2.0224 0.003
C 2.5079 -1.3348 -1.4308 0.039
H -0.0523 0.8926 -3.6294 -0.001
H 1.7340 0.8107 -5.3055 0.000
H 4.0112 1.6130 -4.7361 0.000
H 4.4609 2.5029 -2.4660 0.000
H 2.6615 2.5919 -0.7888 0.002
H -2.0626 0.3799 -2.6342 0.002
H -4.0777 1.2077 -3.7173 0.000
H -4.8634 3.5285 -3.2958 0.000
H -3.5703 4.9861 -1.7586 0.000
H -1.5258 4.1286 -0.6697 0.001
H -3.0048 -1.7812 -0.5539 -0.002
H -4.7307 -1.8863 -2.3311 0.000
H -4.0472 -1.9846 -4.7140 0.000
H -1.6416 -1.9751 -5.2972 0.000
H 0.0636 -1.8412 -3.5177 0.000
H 0.5647 -4.0825 -1.7336 0.000
H 2.6130 -4.9317 -2.8354 0.000
H 4.6172 -3.4778 -2.9992 0.000
H 4.5471 -1.1810 -2.0581 0.000
H 2.5018 -0.3404 -1.0073 -0.039
F -0.1353 -3.2581 7.4936 0.000
C 1.0590 -3.0015 6.9196 -0.001
F 1.6789 -4.1848 6.7660 0.000
F 1.7736 -2.3067 7.8286 0.000
C 0.9158 -2.2514 5.6236 -0.003
C -0.0889 -1.3046 5.4846 -0.003
C -0.1556 -0.5860 4.3017 0.022
N 0.6825 -0.7892 3.2884 0.044
C 1.6219 -1.7196 3.4244 0.017
C 1.8013 -2.4597 4.5827 0.004
H -0.8013 -1.1254 6.2779 0.000
H -0.9173 0.1682 4.1475 -0.007
H 2.3005 -1.8508 2.5911 0.006
H 2.6098 -3.1720 4.6531 0.000
O 4.9540 1.9898 2.1696 0.004
S 3.9232 0.9693 2.1901 0.000
O 3.3169 0.7593 0.8010 0.038
O 2.6943 1.4187 2.9838 0.050
O 4.3889 -0.3183 2.7121 0.000
C -4.5089 1.9249 3.4089 0.000
Te -2.6888 1.7927 2.2709 0.020
C -1.7609 3.3221 3.4384 0.000
H -4.9474 2.9166 3.3100 0.000
H -4.3212 1.7022 4.4581 0.000
H -5.2008 1.1862 3.0050 0.000
H -2.1354 3.2552 4.4596 0.000
H -1.9674 4.3034 3.0187 0.000
H -0.6910 3.1366 3.4176 0.004
```

Values from the calculation:
**Max |F|**: 0.4 eV/A
**2S+1**: 6
**Energy relative to the best compared isomer or geometry (same formula, charge and spin)**: 23.6 kcal/mol
**Kohn-Sham gap (alpha / beta)**: 5.3 / 5.7 eV
**Charge**: -2
**Expectation value of S²**: 8.756

Entry 2:
C33H30F5GeIrNO7P2 as an isolated structure in a non-equilibrium geometry, computed with wB97M-V/def2-TZVPD.

Structure (XYZ):
```
80
Properties=species:S:1:pos:R:3:mulliken_spin:R:1
Ir 1.0371 0.7572 -0.1169 0.610
N 3.4099 -2.5891 -0.0050 0.000
C 3.6229 -1.7575 1.2536 0.000
C 4.7495 -2.2947 2.1214 0.000
P 2.0104 -1.6633 2.0948 0.034
O 1.8104 -3.2035 2.4780 0.004
O 2.1340 -0.7489 3.2609 -0.002
O 1.0490 -1.3266 0.9612 0.138
P 3.9224 -0.0387 0.5733 0.006
O 3.0104 0.9404 1.4804 0.007
O 5.3565 0.2636 0.5229 0.002
O 3.1197 -0.1118 -0.7262 0.040
H 2.6958 -3.3042 0.1340 0.000
H 4.2793 -3.0147 -0.3205 0.000
H 3.0900 -1.8840 -0.7137 -0.001
H 4.6594 -3.3738 2.2615 0.000
H 4.6912 -1.8270 3.1035 0.000
H 5.7196 -2.0483 1.6881 0.000
H 1.0922 -3.3449 3.1240 0.000
H 2.7199 0.5504 2.3577 0.001
F -0.3188 1.6701 -6.6823 0.000
C -0.4036 1.4356 -5.3704 -0.002
C 0.5565 0.6822 -4.7255 0.006
F 1.5754 0.1728 -5.4197 0.000
C 0.4620 0.4516 -3.3688 -0.006
F 1.4305 -0.2797 -2.8003 -0.002
C -0.5626 0.9783 -2.5724 -0.025
O -0.6545 0.7857 -1.2524 0.087
C -1.5192 1.7209 -3.2691 -0.008
F -2.5381 2.2878 -2.6055 0.000
C -1.4460 1.9502 -4.6294 0.002
F -2.3778 2.6981 -5.2263 0.000
C -2.7050 -3.3177 -2.3595 0.000
C -3.5290 -2.2944 -1.9194 0.000
C -3.0760 -1.3901 -0.9647 -0.002
C -1.7907 -1.4966 -0.4346 -0.016
C -0.9611 -2.5187 -0.9061 -0.005
C -1.4161 -3.4254 -1.8539 0.000
Ge -1.2383 -0.2772 0.9884 -0.009
C -1.1402 -1.3993 2.6025 -0.012
C -0.7115 -0.8821 3.8278 -0.006
C -0.5717 -1.6980 4.9429 0.000
C -0.8542 -3.0543 4.8490 0.000
C -1.2860 -3.5863 3.6379 0.000
C -1.4304 -2.7635 2.5255 -0.004
C -2.7136 0.9393 1.3709 -0.017
C -3.1837 1.8029 0.3782 -0.007
C -4.2469 2.6598 0.6280 0.004
C -4.8336 2.6876 1.8857 -0.002
C -4.3626 1.8503 2.8859 0.002
C -3.3054 0.9842 2.6349 -0.002
H -3.0630 -4.0264 -3.0958 0.000
H -4.5325 -2.1974 -2.3154 0.000
H -3.7379 -0.6012 -0.6296 0.000
H 0.0457 -2.6007 -0.5219 -0.003
H -0.7669 -4.2224 -2.1971 0.000
H -0.4656 0.1700 3.9134 0.001
H -0.2378 -1.2768 5.8827 0.000
H -0.7457 -3.6943 5.7158 0.000
H -1.5161 -4.6421 3.5599 0.000
H -1.7745 -3.1911 1.5920 -0.001
H -2.7129 1.8001 -0.5879 -0.004
H -4.6101 3.3104 -0.1588 0.000
H -5.6560 3.3628 2.0873 0.000
H -4.8103 1.8780 3.8719 0.000
H -2.9622 0.3272 3.4232 0.000
C 0.8288 2.7249 0.4912 -0.011
C 1.3036 3.1359 -0.8390 0.006
C 2.6710 3.0910 -1.1573 0.110
C 3.1286 3.4649 -2.4121 -0.059
C 2.2362 3.9193 -3.3691 0.090
C 0.8817 4.0182 -3.0601 -0.040
C 0.4231 3.6280 -1.8180 0.075
H -0.2018 2.9618 0.7342 0.003
H 1.5368 2.7961 1.3091 -0.006
H 3.3766 2.7596 -0.4046 0.015
H 4.1863 3.4097 -2.6346 -0.001
H 2.5903 4.2079 -4.3508 0.003
H 0.1852 4.4090 -3.7918 0.001
H -0.6280 3.7229 -1.5669 0.005
```

Values from the calculation:
**Max |F|**: 2.3 eV/A
**2S+1**: 2
**Energy relative to the best compared isomer or geometry (same formula, charge and spin)**: 39.7 kcal/mol
**Kohn-Sham gap (alpha / beta)**: 7.4 / 7.2 eV
**Expectation value of S²**: 0.777

Entry 3:
C33H30N4OS5Ti as an isolated structure, computed with wB97M-V/def2-TZVPD.

Structure (XYZ):
```
74
Properties=species:S:1:pos:R:3:mulliken_charge:R:1
Ti -0.6956 -0.0910 -0.0796 0.107
S 0.4093 -1.1100 -1.9337 -0.526
C 1.5523 -2.3538 -1.3879 0.831
C 2.9069 -2.0707 -1.5861 -0.578
C 3.8988 -2.9982 -1.3222 -0.751
C 3.5450 -4.2663 -0.8832 -0.565
C 2.2101 -4.5720 -0.6913 -0.782
C 1.2025 -3.6236 -0.9020 0.394
S -0.3597 -4.1986 -0.2983 -0.179
C -1.7536 -3.3893 -1.1626 -1.317
C -2.5714 -2.5748 -0.2016 0.689
C -3.3812 -3.2268 0.6712 -0.683
C -4.0120 -2.4872 1.7275 -0.451
C -3.9961 -1.1442 1.7013 -1.401
C -3.4052 -0.4792 0.5439 1.366
C -3.7384 0.7767 0.1889 -1.116
S -1.1277 1.6796 1.4953 -0.398
C 0.3709 2.5309 1.8531 0.574
C 0.3769 3.5539 2.8053 -0.797
C 1.5425 4.2370 3.0971 -0.557
C 2.7237 3.9088 2.4321 -0.570
C 2.7224 2.9044 1.4824 -0.837
C 1.5489 2.2033 1.1833 0.255
S 1.5318 0.9545 -0.0531 -0.381
N -2.4385 -1.2027 -0.1870 0.443
H 3.1615 -1.0860 -1.9558 0.421
H 4.9373 -2.7388 -1.4807 0.401
H 4.3009 -5.0197 -0.7027 0.391
H 1.9231 -5.5622 -0.3575 0.414
H -2.3611 -4.2146 -1.5314 0.648
H -1.3808 -2.8144 -2.0009 0.268
H -3.4700 -4.3035 0.6145 0.417
H -4.5047 -3.0185 2.5332 0.431
H -4.4767 -0.5410 2.4601 0.414
H -4.3872 1.3546 0.8325 0.294
H -3.3934 1.2401 -0.7206 0.149
H -0.5476 3.7998 3.3135 0.463
H 1.5363 5.0248 3.8393 0.370
H 3.6402 4.4398 2.6558 0.372
H 3.6314 2.6433 0.9535 0.461
O -0.2297 -1.3350 1.3932 0.169
S 0.2414 -1.1684 2.8417 0.300
C 0.1410 -2.8897 3.4260 -0.337
C 1.5641 -3.4499 3.5047 -0.908
C 2.4116 -2.6535 2.5141 0.209
C 2.0422 -1.1986 2.7523 -0.534
H -0.4568 -3.3670 2.6472 -0.033
H -0.4021 -2.9088 4.3688 0.534
H 1.5634 -4.5172 3.2842 0.431
H 1.9588 -3.3185 4.5147 0.331
H 2.1662 -2.9258 1.4876 -0.469
H 3.4795 -2.8179 2.6575 0.587
H 2.3198 -0.5046 1.9570 -0.019
H 2.3999 -0.8261 3.7157 0.559
N -0.2053 9.2001 -5.2931 -0.497
C -0.4051 8.1354 -4.9113 0.019
C -0.6589 6.8019 -4.4347 0.526
C -0.7935 5.7541 -5.3425 -0.803
C -1.0305 4.4712 -4.8869 -0.565
C -1.1504 4.2390 -3.5240 0.526
C -1.0289 5.2797 -2.6133 -0.280
C -0.7723 6.5593 -3.0680 -0.820
N -1.3923 2.9247 -3.0536 0.239
C -2.2053 1.9679 -3.6368 -0.322
C -2.1449 0.8819 -2.8297 -1.400
N -1.2973 1.1502 -1.7754 1.177
C -0.8646 2.3774 -1.9396 -1.046
H -0.6962 5.9475 -6.4017 0.441
H -1.1011 3.6476 -5.5847 0.499
H -1.1491 5.0865 -1.5554 0.611
H -0.6731 7.3773 -2.3682 0.444
H -2.7730 2.1620 -4.5286 0.554
H -2.6540 -0.0620 -2.9176 0.568
H -0.1558 2.8773 -1.3004 0.624
```

Values from the calculation:
**Max |F|**: 0.7 eV/A
**Energy relative to the best compared isomer or geometry (same formula, charge and spin)**: 0.0 kcal/mol
**Kohn-Sham gap**: 6.3 eV

What is the energy relative to the best compared isomer or geometry (same formula, charge and spin) in the first record? 23.6 kcal/mol

The lowest max |F| belongs to which entry? C33H30F3MnNO4P2S3Te

Among the records above, which one has the highest max |F|? C33H30F5GeIrNO7P2

What is the energy relative to the best compared isomer or geometry (same formula, charge and spin) in the first record? 23.6 kcal/mol